(1)
Molecular formula: C2HCl2O2P
Method: DFT, wB97M-V/def2-TZVPD

```
8
Properties=species:S:1:pos:R:3:forces:R:3:lowdin_charge:R:1
C 1.126 0.120 -0.587 -1.01 0.48 -0.67 -1.3386
C -0.988 0.128 1.074 -0.63 -0.29 0.02 -0.3736
O -0.555 0.911 1.849 0.08 0.38 0.48 0.0020
O -1.149 -1.175 -1.370 -0.83 -0.91 -0.77 -0.4057
P -0.608 0.027 -0.744 1.63 0.57 0.72 0.6812
Cl 1.886 1.416 0.188 0.24 0.00 0.09 0.6697
Cl 2.009 -0.759 -1.729 0.47 -0.24 -0.02 0.6609
H -1.721 -0.668 1.319 0.05 0.00 0.15 0.1042
```
Positions in Å, forces in eV/Å.

strongest force on any atom = 1.869 eV/Å
spin multiplicity = 1
net charge = 0
frontier orbital gap = 7.34 eV
LUMO level = -1.78 eV

=====

(2)
Molecular formula: C2HCl3FN
Method: DFT, wB97M-V/def2-TZVPD

```
8
Properties=species:S:1:pos:R:3:forces:R:3:lowdin_charge:R:1
N -1.086 -1.098 0.147 1.94 0.06 -0.02 0.1920
C -0.016 -0.654 0.117 -1.98 -0.59 1.02 -0.3720
C 1.279 -0.027 0.192 1.42 1.41 -0.28 -1.5432
Cl 1.542 1.187 1.558 -0.91 -0.76 -0.97 0.5372
Cl 2.576 -1.183 0.387 0.06 -0.68 -0.01 0.6103
Cl 1.516 0.804 -1.392 -0.15 0.01 0.47 0.5838
F -2.511 0.722 -0.590 -1.02 0.28 -0.12 -0.0991
H -3.301 0.249 -0.420 0.63 0.27 -0.10 0.0909
```
Positions in Å, forces in eV/Å.

strongest force on any atom = 2.301 eV/Å
spin multiplicity = 1
net charge = 0
frontier orbital gap = 11.38 eV
LUMO level = -0.12 eV

=====

(3)
Molecular formula: C2HCl3I2
Method: DFT, wB97M-V/def2-TZVPD

```
8
Properties=species:S:1:pos:R:3:forces:R:3:lowdin_charge:R:1
C -1.029 0.231 0.255 0.69 1.47 -0.10 -1.2479
C 0.330 -0.220 0.806 -0.64 -0.14 -0.40 -1.2441
Cl -1.306 -0.616 -1.364 -0.14 0.86 0.97 0.4999
Cl -2.232 -0.158 1.465 -0.62 -0.29 0.07 0.5828
Cl 0.341 -1.938 1.173 0.56 1.19 -0.27 0.5540
I 3.075 0.498 -2.540 0.34 -0.02 -0.78 -0.0323
I 1.947 0.803 0.010 -0.78 -0.65 1.10 0.7984
H -1.127 1.399 0.195 0.59 -2.42 -0.59 0.0892
```
Positions in Å, forces in eV/Å.

strongest force on any atom = 2.559 eV/Å
spin multiplicity = 1
net charge = 0
frontier orbital gap (alpha / beta) = 6.94 / 7.00 eV
LUMO level (alpha / beta) = -1.81 / -2.18 eV

=====

Results for ΔE to the lowest compared entry with this formula, charge and spin: 47.3, 12.0, 26.9 (in kcal per mole, following the order of the records).
Results for E_tot: -1488.95482, -1611.96010, -2052.68073 (in Ha, following the order of the records).